Entry 1:
Molecular formula: C4H9N2
Method: DFT, ωB97M-V/def2-TZVPD

Its net charge is +1. Its structure (SMILES) is CN1[C@@H]2[C@@H]([NH3+])[C@@H]21. The max |F| is 3.6 eV Å⁻¹. Its relative energy (zero: lowest compared OMol25 entry of this formula, charge and spin) is 116.0 kcal per mole.

Element x y z (Å)
C 0.01 -2.43 -0.12
N -0.51 -1.10 -0.56
C -0.41 -0.16 0.55
C -0.45 1.01 -0.29
N 0.01 2.38 0.21
C 0.53 -0.14 -0.59
H -0.76 -3.16 0.33
H 0.43 -2.88 -1.00
H 0.84 -2.18 0.69
H -0.38 -0.39 1.57
H -1.15 1.14 -1.07
H -0.94 2.91 0.31
H 0.68 2.94 -0.50
H 0.57 2.33 1.10
H 1.53 -0.27 -0.64

Entry 2:
Molecular formula: C28H47Cl2N2O5
Method: DFT, ωB97M-V/def2-TZVPD

Its net charge is +1. The max |F| is 3.5 eV Å⁻¹. Its relative energy (zero: lowest compared OMol25 entry of this formula, charge and spin) is 102.9 kcal per mole.

Element x y z (Å)
C -0.02 3.51 3.89
C -1.12 3.45 3.03
C -1.20 2.61 1.76
C -2.54 2.02 1.43
C -3.80 2.24 2.32
O -4.55 3.16 2.14
O -4.02 1.26 3.29
C -3.78 1.79 4.62
C -4.39 0.80 5.71
C -5.96 0.68 5.36
N -6.13 -0.49 4.44
C -2.59 1.18 0.21
C -1.38 0.95 -0.58
C -1.57 0.00 -1.81
Cl -1.97 0.62 -3.44
C -1.44 -1.35 -1.64
C -1.13 -2.02 -0.23
Cl -1.63 -2.47 -3.04
N -0.14 1.52 -0.26
C 1.08 1.26 -1.06
C 1.02 1.75 -2.57
C 1.38 0.56 -3.57
C 2.78 -0.10 -3.26
C 3.06 -1.37 -4.20
C 3.28 -2.66 -3.28
C 4.01 -3.80 -4.11
C 3.36 -5.23 -3.97
C 3.51 -5.89 -2.54
C 3.54 -7.48 -2.58
O 4.77 -8.05 -2.11
C 4.65 -8.62 -0.80
C -0.04 2.33 0.87
O 1.16 2.91 1.23
C 1.17 4.34 0.95
C 0.24 4.79 -0.24
H 0.34 2.58 4.41
H 0.50 4.47 4.13
H -2.03 4.04 3.33
H -2.68 1.93 4.80
H -4.31 2.78 4.71
H -4.24 1.18 6.75
H -3.98 -0.23 5.57
H -6.55 0.49 6.29
H -6.26 1.65 4.85
H -6.32 -0.17 3.49
H -6.93 -1.02 4.78
H -3.57 0.71 -0.09
H -0.07 -1.82 0.08
H -1.87 -1.61 0.51
H -1.36 -3.11 -0.34
H 2.02 1.66 -0.61
H 1.21 0.14 -1.09
H 1.82 2.53 -2.75
H 0.05 2.23 -2.86
H 1.45 0.98 -4.61
H 0.61 -0.26 -3.51
H 2.87 -0.50 -2.20
H 3.64 0.64 -3.37
H 2.13 -1.56 -4.82
H 3.97 -1.17 -4.83
H 3.94 -2.41 -2.40
H 2.32 -3.05 -2.85
H 5.10 -3.89 -3.86
H 3.93 -3.52 -5.20
H 3.92 -5.91 -4.69
H 2.29 -5.22 -4.32
H 4.43 -5.56 -1.98
H 2.60 -5.59 -1.94
H 3.43 -7.80 -3.66
H 2.62 -7.85 -2.06
H 5.12 -7.91 -0.04
H 5.28 -9.56 -0.75
H 3.61 -8.91 -0.51
H 0.89 4.96 1.85
H 2.21 4.69 0.68
H -0.85 4.84 0.04
H 0.52 5.85 -0.53
H 0.36 4.18 -1.17
C -1.82 7.32 2.56
O -2.01 6.15 1.77
H -1.11 7.97 2.06
H -2.78 7.85 2.66
H -1.44 7.05 3.55
H -2.64 5.59 2.24

Entry 3:
Molecular formula: C23H19FFeN6OS4
Method: DFT, ωB97M-V/def2-TZVPD

Its net charge is -2. The max |F| is 1.0 eV Å⁻¹. Its relative energy (zero: lowest compared OMol25 entry of this formula, charge and spin) is 21.0 kcal per mole.

Element x y z (Å)
Fe -0.27 -0.57 -0.42
N -2.77 -4.32 -0.56
C -2.04 -3.14 -0.70
S -2.67 -1.70 -0.08
N -0.93 -3.31 -1.40
N -0.20 -2.17 -1.53
C 0.70 -2.17 -2.44
C 1.53 -0.99 -2.50
C 2.52 -0.78 -3.46
C 3.23 0.40 -3.45
C 2.95 1.34 -2.47
C 1.95 1.06 -1.55
N 1.25 -0.06 -1.56
H -3.35 -4.31 0.26
H -2.19 -5.14 -0.66
H 0.84 -3.01 -3.10
H 2.70 -1.55 -4.20
H 3.99 0.58 -4.20
H 3.48 2.28 -2.42
H 1.70 1.75 -0.75
S -0.50 1.47 0.81
C -0.69 2.68 -0.43
C -0.40 4.02 -0.16
C -0.55 5.02 -1.11
C -0.24 6.38 -0.77
N 0.02 7.47 -0.47
C -1.01 4.68 -2.40
C -1.30 3.36 -2.68
C -1.16 2.33 -1.74
S -1.58 0.70 -2.13
C -1.18 5.68 -3.42
N -1.32 6.48 -4.24
H -0.05 4.28 0.83
H -1.65 3.10 -3.68
C -2.97 0.13 3.04
S -1.57 -0.76 3.73
C -2.55 -1.84 4.80
O -1.05 -1.61 2.65
H -3.51 0.63 3.84
H -3.58 -0.58 2.50
H -2.55 0.85 2.34
H -3.03 -1.26 5.59
H -1.86 -2.56 5.23
H -3.28 -2.35 4.18
F 3.99 -2.99 3.46
C 3.05 -2.47 2.59
C 2.86 -1.11 2.56
C 1.90 -0.60 1.68
C 1.12 -1.39 0.82
C 1.39 -2.77 0.92
C 2.33 -3.32 1.79
H 3.44 -0.46 3.20
H 1.75 0.48 1.67
H 0.82 -3.47 0.32
H 2.50 -4.39 1.84

Entry 4:
Molecular formula: C25H28ClN2
Method: DFT, ωB97M-V/def2-TZVPD

Its net charge is +1. The max |F| is 1.6 eV Å⁻¹.

Element x y z (Å)
C 5.87 -0.91 -0.20
C 5.42 0.05 0.91
C 4.26 0.98 0.47
Cl 4.14 2.34 1.62
C 3.00 0.18 0.38
C 2.72 -0.58 -0.73
C 1.52 -1.29 -0.65
N 0.75 -1.22 0.39
N 0.93 -0.49 1.48
C 2.06 0.19 1.43
H 6.08 -0.35 -1.11
H 5.16 -1.70 -0.40
H 6.79 -1.39 0.14
H 6.25 0.63 1.29
H 5.01 -0.56 1.72
H 4.50 1.41 -0.50
H 3.36 -0.67 -1.59
H 1.22 -1.91 -1.48
H -0.10 -1.78 0.39
H 2.27 0.80 2.29
C 0.37 6.00 0.45
C 1.40 5.10 0.70
C 1.10 3.80 1.08
C -0.23 3.40 1.22
C -1.25 4.30 0.97
C -0.95 5.60 0.59
H 0.60 7.01 0.16
H 2.43 5.41 0.59
H 1.90 3.09 1.28
H -0.46 2.38 1.52
H -2.28 3.99 1.07
H -1.75 6.31 0.40
C -0.09 -4.76 -0.49
C 0.35 -5.93 -1.10
C -0.43 -7.07 -1.06
C -1.67 -7.04 -0.42
C -2.12 -5.87 0.18
C -1.33 -4.73 0.15
H 0.51 -3.86 -0.51
H 1.31 -5.95 -1.60
H -0.08 -7.98 -1.52
H -2.28 -7.93 -0.40
H -3.08 -5.85 0.67
H -1.68 -3.82 0.62
C -4.83 3.03 -1.25
C -3.80 2.13 -1.01
C -4.10 0.83 -0.61
C -5.42 0.42 -0.48
C -6.45 1.32 -0.73
C -6.15 2.63 -1.12
H -4.60 4.04 -1.56
H -2.77 2.44 -1.11
H -3.30 0.13 -0.41
H -5.65 -0.59 -0.18
H -7.48 1.01 -0.63
H -6.95 3.33 -1.31

In eV, the Kohn-Sham gap values for the records above are, in order, 8.50 6.43 5.31 6.18.
In eV, the LUMO level values for the records above are, in order, -4.198 -4.515 4.138 -5.051.